Here is a structure of composition C12H17F9NO9S2 from the OMol25 dataset. Energies are from ωB97M-V with the def2-TZVPD basis set.

Output
Gap between HOMO and LUMO   8.64 eV
Charge   -1
LUMO energy   2.3 eV
Highest occupied orbital energy   -6.376 eV

Atoms and positions in Å:
C 5.5675 2.2021 -1.2122
S 6.0621 0.4831 -1.1605
O 6.5979 0.2650 0.1608
O 6.9434 0.3021 -2.2888
N 4.7583 -0.3938 -1.4617
S 3.5141 -0.3976 -0.4909
O 3.3880 -1.6076 0.2856
O 3.3298 0.8514 0.2350
C 2.1638 -0.4778 -1.6948
C 1.4988 0.8756 -1.9215
O 1.2029 1.0884 -3.2969
C 0.1822 1.0505 -1.1384
F -0.9037 1.0325 -1.9272
F 0.1589 2.2339 -0.4874
F -0.0106 0.1027 -0.2048
H 4.7230 2.3144 -1.8881
H 6.4303 2.7597 -1.5701
H 5.2726 2.5091 -0.2138
H 1.4792 -1.2523 -1.3581
H 2.5962 -0.7918 -2.6403
H 2.1517 1.6666 -1.5531
H 1.8791 1.6687 -3.6554
C 1.7575 -2.4210 3.2105
C 0.5008 -2.2860 2.3895
O -0.1188 -3.5792 2.1387
C -0.8211 -4.0940 3.1225
O -1.0514 -3.6235 4.1993
C -1.3969 -5.4621 2.6829
F -0.4552 -6.2475 2.1506
F -2.3575 -5.2822 1.7621
F -1.9346 -6.1007 3.7208
H 2.4655 -3.0772 2.7058
H 2.2232 -1.4402 3.3001
H 1.5577 -2.8088 4.2096
H 0.7330 -1.8997 1.4006
H -0.2375 -1.6387 2.8619
C -3.2310 3.4795 -0.5703
C -3.6099 2.0183 -0.6182
O -5.0074 1.8184 -0.2748
C -5.8877 2.0975 -1.2144
O -5.6836 2.4765 -2.3301
C -7.3144 1.8262 -0.6792
F -7.5073 2.4015 0.5139
F -7.5117 0.5072 -0.5411
F -8.2285 2.2986 -1.5223
H -3.4527 3.8994 0.4115
H -2.1624 3.5759 -0.7582
H -3.7700 4.0523 -1.3240
H -3.0661 1.4463 0.1291
H -3.4172 1.5787 -1.5944

The molecule's Mulliken atomic charges, reported in e, are given here: -0.84 1.18 -0.68 -0.70 -0.52 1.16 -0.71 -0.69 -0.91 -0.04 -0.59 0.97 -0.32 -0.33 -0.26 0.16 0.38 0.30 0.35 0.39 0.34 0.38 -1.21 0.21 -0.34 0.30 -0.53 0.94 -0.25 -0.26 -0.25 0.30 0.36 0.40 0.00 0.32 -1.10 -0.10 -0.34 0.34 -0.51 0.88 -0.25 -0.26 -0.24 0.31 0.33 0.32 0.28 0.35